1.
ORCA calculation (ωB97M-V/def2-TZVPD) on C15H19ClN4O2S in the gas phase.

## Properties
**E_tot**: -1810.9026 hartree
**Molar mass**: 354.86 g/mol
**SMILES string**: CC[C@@H](C)NC(=O)CSc1n[nH]c(-c2cc(Cl)ccc2OC)n1

Structure (XYZ):
```
42
Properties=species:S:1:pos:R:3:forces:R:3
C 0.743479 3.164514 -0.624117 -0.18 -0.08 0.11
C 0.013709 2.539107 0.558206 0.38 0.08 0.00
C 0.977504 1.908421 1.570593 -0.22 0.12 0.19
C 0.221620 1.382099 2.789160 0.26 0.19 -0.14
N 1.716896 0.832809 0.945278 -0.37 0.00 0.18
C 3.042590 0.885146 0.736093 0.03 -0.55 -0.09
O 3.781099 1.732743 1.191938 0.37 0.32 0.05
C 3.560635 -0.259626 -0.131815 -0.09 0.24 -0.39
S 3.452223 0.167949 -1.908947 0.55 0.10 0.13
C 1.787554 -0.193043 -2.220286 -0.83 -0.15 -0.43
N 1.228860 -0.039991 -3.407226 0.72 0.28 -0.28
N -0.039985 -0.426187 -3.208140 -0.16 -0.19 0.60
C -0.216232 -0.802025 -1.919064 0.53 0.22 -0.47
C -1.457331 -1.276978 -1.346367 -0.41 -0.22 0.38
C -2.628959 -1.266288 -2.099305 0.05 -0.09 0.31
C -3.811962 -1.741046 -1.564639 0.11 -0.03 0.11
Cl -5.251192 -1.716509 -2.521452 -0.16 0.01 -0.10
C -3.847776 -2.238004 -0.272436 0.05 0.10 -0.23
C -2.693441 -2.249244 0.488012 0.20 0.00 0.13
C -1.489299 -1.768652 -0.021326 -0.18 0.06 -0.27
O -0.334195 -1.737880 0.673531 -0.20 0.01 -0.07
C -0.285386 -2.311052 1.961197 -0.04 -0.12 0.27
N 0.933587 -0.662854 -1.282598 -0.12 -0.11 -0.16
H 1.445975 3.919615 -0.280095 0.09 0.10 -0.01
H 1.302625 2.413868 -1.177570 0.09 -0.04 -0.09
H 0.035844 3.632938 -1.304588 -0.01 0.06 -0.11
H -0.575518 3.303512 1.068072 -0.10 -0.04 0.05
H -0.674738 1.767020 0.200918 -0.11 -0.03 0.05
H 1.720834 2.648201 1.887032 -0.13 -0.08 -0.05
H -0.262374 2.200987 3.314425 -0.12 0.07 0.09
H 0.907772 0.887777 3.471950 0.04 -0.06 0.10
H -0.539902 0.671324 2.476459 -0.15 -0.13 -0.02
H 1.179187 0.124767 0.450282 0.20 0.04 0.00
H 4.623791 -0.403704 0.053181 -0.09 0.01 0.04
H 3.003481 -1.181507 0.020175 0.08 -0.04 0.06
H -0.687059 -0.413733 -3.979245 0.07 -0.01 0.10
H -2.628235 -0.883267 -3.107041 -0.04 0.04 -0.11
H -4.771158 -2.612560 0.139170 -0.10 -0.03 0.02
H -2.742290 -2.638861 1.491657 0.04 -0.02 0.10
H -0.959636 -1.804183 2.658025 0.02 -0.01 -0.04
H -0.523816 -3.378350 1.933320 -0.01 0.04 -0.02
H 0.741219 -2.177251 2.297584 -0.08 -0.01 0.02
```
Positions in Å, forces in eV/Å.

Mulliken atomic charge list, values in e, 6 entries: atom 1 (C): -1.183, atom 2 (C): -0.279, atom 3 (C): -0.052, atom 4 (C): -1.458, atom 5 (N): 0.417, atom 6 (C): 0.638

2.
ORCA calculation (ωB97M-V/def2-TZVPD) on a molecular structure, C6H15BrO6P2.

## Properties
**E_tot**: -3945.9513 hartree
**Molar mass**: 325.03 g/mol

Structure (XYZ):
```
30
Properties=species:S:1:pos:R:3:forces:R:3
C -0.375193 -0.135952 5.172115 -0.09 0.39 -0.44
C 0.222946 -0.222688 3.769314 0.03 0.22 0.82
O -0.177929 0.970893 3.028918 -0.20 -0.35 -0.15
P -0.177379 0.894341 1.454346 0.21 0.51 -0.05
O 0.274730 -0.347051 0.844899 -0.22 -0.44 0.06
O -1.620215 1.385338 1.044569 0.06 0.04 0.04
O 0.763178 2.135332 1.002237 0.24 -0.42 0.11
P 2.121053 1.611227 0.178068 0.70 -0.17 -0.97
O 2.259211 2.833256 -0.873159 -0.50 0.00 0.44
Br 3.854434 2.156587 1.539766 -0.29 0.12 0.35
H -0.760726 0.870170 5.314614 0.00 0.11 0.10
H 0.374987 -0.301370 5.935709 0.03 -0.23 0.12
H -1.209141 -0.819627 5.282648 -0.03 -0.15 0.17
H 1.305417 -0.215985 3.821126 0.16 -0.06 -0.16
H -0.119600 -1.116088 3.265585 0.05 -0.04 -0.33
H -2.119626 1.640975 1.824353 -0.29 0.15 0.07
H 1.913170 3.649183 -0.485513 0.14 0.28 -0.21
C 0.264353 -1.020071 -2.501243 0.03 0.09 -0.06
C -1.237786 -0.758489 -2.568299 -0.01 -0.10 0.00
C -1.486248 -0.773133 -4.071906 0.06 0.09 -0.01
O -0.529621 -1.673475 -4.632452 0.01 0.01 0.02
C 0.457569 -1.999884 -3.650314 -0.10 -0.08 0.06
H 0.595267 -1.412175 -1.543182 -0.01 0.01 0.04
H 0.810559 -0.094162 -2.699998 0.03 -0.01 0.00
H -1.780048 -1.573857 -2.084360 -0.01 0.01 0.00
H -1.543483 0.176357 -2.100289 0.02 0.01 0.01
H -1.327215 0.219569 -4.508303 -0.05 0.02 0.03
H -2.490159 -1.108664 -4.335607 0.01 -0.03 -0.04
H 0.289427 -3.031514 -3.321327 0.05 0.00 0.04
H 1.448068 -1.939042 -4.102311 -0.02 0.01 -0.06
```
Positions in Å, forces in eV/Å.

Mulliken atomic charge list, values in e, 6 entries: atom 1 (C): -1.101, atom 2 (C): -0.158, atom 3 (O): -0.266, atom 4 (P): 0.906, atom 5 (O): -0.547, atom 6 (O): -0.525

3.
ORCA calculation (ωB97M-V/def2-TZVPD) on a molecular structure, C21H29BiN8O3S3.

## Properties
**E_tot**: -2890.0113 hartree
**Molar mass**: 746.70 g/mol
**Total charge**: +2

Structure (XYZ):
```
65
Properties=species:S:1:pos:R:3:forces:R:3
Bi 0.631575 0.248739 -0.862382 0.01 -0.01 -0.02
C 1.202039 -3.703047 1.536114 -0.01 0.01 0.01
C 1.372935 -2.465078 0.725332 0.03 0.01 0.01
N 0.401326 -1.685011 0.412692 -0.01 0.04 -0.06
N -0.855116 -1.957278 0.891771 -0.02 0.05 -0.03
C -1.724010 -1.047040 0.545316 0.04 -0.08 0.01
O -1.434539 -0.004793 -0.192573 -0.02 0.00 0.23
C -3.116756 -1.178510 1.014101 0.01 0.01 -0.02
C -4.032448 -0.158628 0.757881 0.01 0.00 0.00
C -5.337836 -0.263930 1.208736 0.00 0.00 -0.01
C -5.735088 -1.391459 1.914169 0.00 0.00 0.00
C -4.827084 -2.411466 2.170144 0.00 0.00 0.00
C -3.521051 -2.308127 1.725190 0.00 0.00 0.00
C 2.723186 -2.078977 0.243315 0.00 -0.02 0.01
C 3.793198 -2.956176 0.322043 -0.02 0.01 0.00
C 5.025885 -2.562668 -0.179514 0.00 0.01 0.00
C 5.153214 -1.304955 -0.741971 0.01 -0.02 0.01
C 4.039639 -0.481636 -0.772893 -0.02 0.02 0.01
N 2.858300 -0.851065 -0.281061 -0.02 -0.04 -0.01
H 0.186176 -3.777026 1.905121 0.00 0.00 0.00
H 1.900305 -3.705871 2.374083 0.01 0.00 -0.01
H 1.419285 -4.578744 0.920093 0.00 0.00 0.00
H -3.716570 0.722173 0.213419 -0.01 0.01 0.01
H -6.045051 0.530903 1.013657 0.00 0.00 0.00
H -6.754218 -1.475938 2.266876 0.00 0.00 0.00
H -5.140331 -3.288532 2.719703 0.00 0.00 0.00
H -2.808753 -3.096496 1.921898 0.00 0.00 0.00
H 3.665895 -3.937316 0.754254 0.00 0.00 0.00
H 5.871040 -3.236129 -0.136666 0.00 0.00 0.00
H 6.091481 -0.960792 -1.152648 0.00 0.00 0.00
H 4.096436 0.510652 -1.205262 0.00 -0.01 -0.01
C 1.607863 4.295846 -0.897100 0.01 -0.02 0.00
C 0.356031 4.427571 -0.040168 -0.02 -0.01 0.00
S -0.744872 2.986336 -0.137622 0.00 -0.01 -0.01
C -1.098452 2.632766 1.600931 0.01 0.01 0.00
C 0.101833 2.319831 2.484515 0.00 -0.02 0.01
S 1.168784 0.971149 1.887836 -0.04 0.04 0.03
C 2.820585 1.721052 1.961090 -0.02 -0.01 0.01
C 3.049238 3.001054 1.170571 0.01 0.00 -0.01
S 2.655412 2.847048 -0.593698 0.00 0.00 0.00
H 2.215847 5.194658 -0.790118 0.00 0.00 0.00
H 1.348917 4.215114 -1.954083 -0.01 0.01 0.00
H -0.201173 5.304030 -0.370754 0.00 0.00 0.00
H 0.606609 4.593064 1.005968 0.00 0.01 0.00
H -1.786430 1.787819 1.568892 0.00 0.00 -0.02
H -1.640573 3.476402 2.029544 0.00 -0.01 0.01
H -0.259736 2.017899 3.467508 0.00 0.01 0.01
H 0.731991 3.194719 2.631212 0.00 0.00 -0.01
H 3.483736 0.925382 1.622798 0.01 0.00 0.01
H 3.041013 1.894309 3.015517 0.01 0.00 0.00
H 4.099987 3.275000 1.267915 0.00 0.00 0.00
H 2.474062 3.828741 1.580836 0.00 0.00 0.00
N -2.000405 1.215177 -2.660016 -0.01 0.13 -0.05
N -2.456076 0.142702 -3.427384 0.02 -0.05 0.00
C -1.684045 -0.938180 -3.614719 -0.04 0.08 -0.05
N -2.139398 -1.917690 -4.379870 0.01 -0.02 0.00
N -0.506870 -0.912240 -2.962176 -0.04 -0.05 0.07
N 0.373336 -1.922142 -3.110098 0.04 0.02 0.06
O 0.261841 -2.835611 -3.893535 -0.01 -0.01 0.00
O 1.340426 -1.806055 -2.336397 0.10 -0.08 -0.15
H -2.491724 1.244369 -1.773124 0.00 -0.03 -0.01
H -2.145385 2.078235 -3.170036 0.01 -0.01 -0.03
H -3.395489 0.146036 -3.797361 -0.01 0.00 0.02
H -3.027897 -1.842195 -4.847201 0.00 0.01 0.00
H -1.542051 -2.707971 -4.570611 -0.01 0.00 0.00
```
Positions in Å, forces in eV/Å.

Mulliken atomic charge list, values in e, 6 entries: atom 1 (Bi): 1.270, atom 2 (C): -1.830, atom 3 (C): 0.818, atom 4 (N): 1.114, atom 5 (N): -1.021, atom 6 (C): 0.121

4.
ORCA calculation (ωB97M-V/def2-TZVPD) on a molecular structure, C2H3InO2.

## Properties
**E_tot**: -417.7171 hartree
**Molar mass**: 173.86 g/mol
**Total charge**: +2

Structure (XYZ):
```
8
Properties=species:S:1:pos:R:3:forces:R:3
In -4.523114 -21.518335 -13.144445 0.20 -0.03 0.34
C -7.164186 -21.419108 -17.626251 -1.05 -0.93 -4.18
C -7.229675 -20.982541 -16.119968 0.63 1.74 8.66
O -6.516489 -21.506457 -15.249845 -0.24 -0.71 -3.31
O -8.019482 -20.049456 -16.019438 0.03 -0.87 -3.12
H -7.569709 -20.664667 -18.297778 0.19 0.22 0.19
H -7.872809 -22.261787 -17.621933 -0.18 0.06 0.64
H -6.156213 -21.749437 -17.886137 0.42 0.52 0.77
```
Positions in Å, forces in eV/Å.

Mulliken atomic charge list, values in e, 6 entries: atom 1 (In): 1.055, atom 2 (C): -0.457, atom 3 (C): 0.705, atom 4 (O): -0.282, atom 5 (O): -0.020, atom 6 (H): 0.360